# 1
19
Properties=species:S:1:pos:R:3:forces:R:3 method="wB97M-V/def2-TZVPD" multiplicity=1 energy_ha=-402.29377 lumo_ha=0.031 smiles="CCN[C@H](C)C(=O)O" orbital_gap_ha=0.360 de_lowest_kj_mol=221.5
C 2.5301 -0.7090 -1.4844 -1.0 -0.2 0.3
C 1.9609 0.6490 -0.9948 -3.6 -2.6 -4.2
N 0.4684 0.6607 -0.8156 1.1 0.2 0.1
C -0.0778 0.4744 0.4807 -0.3 1.5 1.5
C 0.4097 -0.7696 1.3319 4.4 2.1 0.3
C -1.5070 0.1076 0.3559 -3.1 0.1 2.0
O -2.1583 -0.4154 -0.4944 1.0 -0.4 -1.4
O -2.1684 0.3651 1.5608 0.8 0.0 0.7
H 3.3230 -1.2353 -0.9370 -0.1 0.6 0.2
H 2.8968 -0.3776 -2.4399 0.3 -1.2 -0.8
H 1.6639 -1.4148 -1.5245 0.9 0.4 -0.5
H 2.4396 0.9963 -0.2243 2.2 2.0 4.8
H 2.1933 1.3137 -1.8138 -0.3 0.6 -0.1
H -0.0996 0.0512 -1.3775 0.7 -0.3 -1.2
H -0.0770 1.5301 1.0054 0.3 -2.4 -0.2
H 1.4366 -1.0547 0.8857 -1.3 0.6 0.9
H 0.5849 -0.5745 2.4259 -0.4 0.0 -1.1
H -0.0878 -1.6656 1.2197 -1.8 -1.6 -0.4
H -2.8340 -0.3062 1.8227 0.4 0.5 -1.0



# 2
40
Properties=species:S:1:pos:R:3:forces:R:3 method="wB97M-V/def2-TZVPD" multiplicity=1 energy_ha=-1428.20956 lumo_ha=0.022 smiles="CCOC(=O)C[C@H]1C(=O)NCCN1S(=O)(=O)c1ccccc1" orbital_gap_ha=0.366 de_lowest_kj_mol=40.0
C 2.6721 2.2276 -0.8025 -0.3 0.0 0.4
C 2.1743 2.1443 0.6305 0.5 -0.2 0.1
O 0.7446 2.1793 0.6243 0.0 0.4 -0.4
C 0.0867 1.3252 1.4032 -0.3 -0.1 0.2
O 0.6077 0.5588 2.1704 -0.1 0.0 0.1
C -1.4005 1.4170 1.1463 0.1 -0.3 -0.1
C -1.8125 0.1648 0.3444 -0.2 0.1 0.7
C -3.3120 0.2431 0.0427 0.1 0.0 0.1
O -4.1285 0.2714 0.9394 0.0 0.0 0.4
N -3.6699 0.3474 -1.2509 -0.4 0.0 -0.4
C -2.7870 0.2394 -2.3913 0.4 0.0 -0.2
C -1.3951 0.7145 -1.9840 -0.2 0.0 -0.7
N -0.9579 -0.0084 -0.8109 0.5 -0.9 -0.1
S -0.5637 -1.6295 -1.1086 0.2 0.2 0.1
O 0.0326 -1.6642 -2.4133 0.2 0.2 0.1
O -1.6964 -2.4764 -0.8588 0.0 0.0 0.4
C 0.6865 -1.8995 0.1334 -0.5 0.0 -0.3
C 1.9657 -1.4516 -0.1293 0.2 0.1 -0.1
C 2.9417 -1.5898 0.8424 -0.1 0.0 -0.1
C 2.6231 -2.1689 2.0609 0.0 0.0 0.1
C 1.3398 -2.6285 2.3062 0.0 0.0 0.0
C 0.3613 -2.4968 1.3349 -0.2 -0.1 0.0
H 3.7569 2.1740 -0.8172 0.1 0.0 0.0
H 2.2640 1.4069 -1.3864 0.0 -0.1 -0.1
H 2.3572 3.1642 -1.2548 0.0 0.1 -0.1
H 2.5271 2.9990 1.2174 -0.1 -0.1 0.0
H 2.4981 1.2181 1.1163 0.0 0.2 -0.1
H -1.9538 1.4181 2.0846 0.0 0.0 0.0
H -1.6172 2.3237 0.5830 -0.1 0.0 0.0
H -1.6639 -0.7081 0.9869 -0.2 0.2 0.1
H -4.6654 0.3100 -1.4241 0.1 0.0 0.2
H -3.1857 0.8500 -3.2060 0.1 -0.1 0.1
H -2.7161 -0.8039 -2.7257 -0.1 0.2 -0.1
H -0.6770 0.5064 -2.7767 -0.1 0.2 0.0
H -1.3936 1.7832 -1.7547 0.0 -0.1 0.0
H 2.1738 -1.0151 -1.0930 0.1 0.1 -0.1
H 3.9466 -1.2427 0.6521 0.1 0.0 0.0
H 3.3813 -2.2637 2.8236 0.1 0.0 0.1
H 1.0982 -3.0818 3.2548 0.0 0.0 0.1
H -0.6434 -2.8577 1.4904 -0.1 -0.1 0.1



# 3
13
Properties=species:S:1:pos:R:3:forces:R:3 method="wB97M-V/def2-TZVPD" multiplicity=1 energy_ha=-476.97620 lumo_ha=0.004 smiles="NC(=O)N(O)/C=C/F" orbital_gap_ha=0.337 de_lowest_kj_mol=528.7
N -0.1689 1.5381 -0.7704 3.7 -1.9 0.2
C -1.2237 0.6474 -0.3437 -1.8 3.0 1.1
O -2.4134 1.0020 -0.3203 1.8 -1.1 -0.9
N -0.8272 -0.4681 0.2839 1.0 -1.9 0.0
O -1.8179 -1.5349 0.5308 0.7 1.9 -0.8
C 0.5377 -0.7361 0.6254 3.7 -0.7 0.8
C 1.7834 -0.3829 -0.1018 -3.7 -0.1 0.2
F 2.9434 -0.8550 0.2764 0.9 -0.8 1.5
H 0.7736 0.8911 -1.0664 -4.3 2.8 0.7
H 0.2577 2.0668 0.0730 -1.4 -1.0 -1.6
H -2.6383 -1.1864 0.0549 1.4 -0.1 0.8
H 0.6593 -1.2660 1.8093 -0.2 1.4 -4.2
H 2.1342 0.2842 -1.0510 -1.7 -1.6 2.1